(1)
DFT (ωB97M-V/def2-TZVPD) results for an isolated molecule of C3H7B2BrO2 at a distorted geometry.

The geometry in XYZ format:
```
15
Properties=species:S:1:pos:R:3:forces:R:3:mulliken_charge:R:1
C -2.05524 0.67995 -0.11721 0.15 -0.08 -0.06 -0.887
B -0.96399 -0.27082 0.67459 -0.61 0.93 1.79 0.416
O -0.96934 -0.40300 2.11365 -1.09 0.19 -2.44 -0.490
B 0.14263 -1.04857 -0.31286 0.77 0.53 0.31 0.028
C 1.40477 -0.32911 -1.05228 -0.30 -0.60 -0.12 -0.355
C 2.46757 0.34768 -0.07111 3.04 3.10 -3.85 0.402
O 3.30764 1.13175 -0.59326 -3.48 -3.37 2.69 -0.487
Br 2.55435 0.09986 1.88790 -0.42 -0.20 -1.18 -0.144
H -3.06248 0.13351 -0.19448 1.37 0.86 -0.16 0.297
H -2.23108 1.68540 0.39408 0.21 -1.33 -0.52 0.278
H -1.61165 0.91164 -1.15448 -1.07 -0.37 1.35 0.209
H -1.84641 -0.11496 2.44640 0.87 0.02 -0.10 0.306
H -0.05956 -2.20771 -0.50363 0.01 -0.05 -0.35 -0.087
H 1.87228 -1.12481 -1.75003 -0.03 1.52 1.34 0.261
H 1.05052 0.50918 -1.76727 0.60 -1.13 1.30 0.253
```
Forces are in eV/Å.

Values from the calculation:
* energy relative to the best compared isomer or geometry (same formula, charge and spin): 75.61 kJ/mol
* structure (SMILES): CB(O)BCC(=O)Br
* multiplicity: 1



(2)
DFT (ωB97M-V/def2-TZVPD) results for an isolated molecule of C3H7BN4O2 at a distorted geometry.

The geometry in XYZ format:
```
17
Properties=species:S:1:pos:R:3:forces:R:3:mulliken_charge:R:1
B 0.34160 1.10954 -2.16617 1.61 -0.78 0.31 0.508
C -0.40609 0.39725 0.26416 1.69 3.28 -0.09 0.434
C 0.04954 -1.86926 2.88050 -1.26 -0.15 -1.32 -0.713
C 0.02581 1.60359 -0.68558 -1.49 -1.83 0.06 -0.579
N -1.50499 -0.30534 0.08984 -0.69 -0.62 -1.19 -0.234
N 0.24100 0.01240 1.35621 1.02 -0.48 -0.12 -0.664
N -1.50422 -1.23356 0.95850 -0.07 -2.06 2.33 -0.626
N -0.42470 -1.07446 1.76680 -1.36 2.47 -3.24 0.874
O -0.61349 0.85482 -3.06354 -2.10 1.86 3.56 -0.506
O 1.67591 0.85683 -2.41534 -1.11 1.59 3.47 -0.579
H 0.78498 -1.16022 3.22172 0.24 -0.35 1.24 0.326
H -0.88083 -2.06596 3.47767 1.48 -0.11 0.00 0.271
H 0.53997 -2.75439 2.42752 -0.40 0.23 0.80 0.263
H -0.68974 2.40217 -0.74904 -1.40 -0.17 0.09 0.344
H 0.80435 2.19521 -0.32027 1.94 0.03 0.98 0.328
H -0.49439 0.50735 -3.87772 0.99 -1.65 -3.79 0.277
H 2.05528 0.52404 -3.16524 0.90 -1.26 -3.08 0.277
```
Forces are in eV/Å.

Values from the calculation:
* structure (SMILES): Cn1nnc(CB(O)O)n1
* multiplicity: 1



(3)
DFT (ωB97M-V/def2-TZVPD) results for an isolated molecule of C3H7BO3 at a distorted geometry.

The geometry in XYZ format:
```
14
Properties=species:S:1:pos:R:3:forces:R:3:mulliken_charge:R:1
B 1.10742 -0.48636 0.61722 -0.17 -0.49 -1.30 0.525
C -0.33785 -0.56374 1.31909 0.82 1.95 -3.22 -0.430
C -1.35109 -0.21915 -0.84110 -0.88 -0.76 -0.23 0.315
C -0.65625 0.90727 -1.09612 -2.52 -0.46 -0.54 -1.222
O -1.44432 -0.86289 0.36416 1.30 1.28 -0.20 -0.379
O 2.14804 -0.57228 1.44121 3.85 0.01 0.07 -0.557
O 1.49613 -0.33452 -0.69628 0.24 -0.07 -0.20 -0.673
H -0.41870 -1.33432 1.97367 0.01 -2.13 2.12 0.411
H -0.26687 0.39605 1.87586 -1.41 -0.17 -0.30 0.255
H -0.10757 1.50738 -0.43223 0.35 0.38 1.22 0.329
H -1.91780 -0.83256 -1.65134 0.90 1.51 1.51 0.277
H -0.86479 1.41823 -2.00022 -0.02 0.03 -1.08 0.337
H 3.03970 -0.47792 0.89512 -2.86 -0.26 1.69 0.353
H 0.86039 0.07199 -1.31988 0.37 -0.81 0.47 0.460
```
Forces are in eV/Å.

Values from the calculation:
* energy relative to the best compared isomer or geometry (same formula, charge and spin): 208.42 kJ/mol
* structure (SMILES): C=COCB(O)O
* multiplicity: 1



no.,Kohn-Sham gap (eV),electronic energy (eV),HOMO (eV)
1,9.87,-78713.9683,-10.115
2,10.29,-13957.0301,-9.909
3,9.80,-10043.8233,-9.165